The following is a DFT calculation (the ωB97M-V functional and the def2-TZVPD basis) of an isolated molecule of C16H21ClN2O4S2.

The electronic energy comes out at -2289.2625 Eh. The calculation puts the molecular weight at 404.94 g mol⁻¹. Its SMILES is COCCN(CCOC)c1nc(S(=O)(=O)c2ccc(C)cc2)c(Cl)s1. The net charge is 0.

Cartesian coordinates (Å):
C 4.8876 2.2030 -0.8269
O 4.0300 1.3464 -1.5439
C 2.6604 1.5285 -1.2605
C 2.1865 0.8083 0.0132
N 1.9594 -0.6034 -0.2236
C 3.1071 -1.4672 -0.3555
C 3.6999 -1.8542 1.0133
O 4.4747 -0.8328 1.5978
C 5.8027 -0.7774 1.1320
C 0.7123 -1.0808 -0.1790
N -0.3457 -0.3415 -0.0313
C -1.4825 -1.0760 -0.0463
S -3.0506 -0.2143 0.1268
O -3.8152 -0.4391 -1.0692
O -3.6359 -0.5961 1.3825
C -2.4826 1.4777 0.1926
C -2.2904 2.1675 -0.9868
C -1.7615 3.4450 -0.9415
C -1.4208 4.0284 0.2748
C -0.8650 5.4184 0.3248
C -1.6270 3.3113 1.4500
C -2.1551 2.0335 1.4127
C -1.3388 -2.4116 -0.2009
Cl -2.5894 -3.5490 -0.2631
S 0.3664 -2.8144 -0.3421
H 4.8399 2.0252 0.2523
H 4.6439 3.2537 -1.0236
H 5.8955 1.9958 -1.1816
H 2.1197 1.1252 -2.1206
H 2.4353 2.5997 -1.1733
H 1.2415 1.2405 0.3424
H 2.9346 0.9074 0.8045
H 2.8061 -2.3731 -0.8857
H 3.8537 -0.9364 -0.9511
H 4.2990 -2.7678 0.9048
H 2.8836 -2.0505 1.7138
H 6.2937 0.0119 1.6982
H 5.8556 -0.5435 0.0638
H 6.3202 -1.7269 1.3126
H -2.5647 1.6970 -1.9176
H -1.6091 3.9962 -1.8580
H -1.6718 6.1319 0.4934
H -0.1521 5.5230 1.1392
H -0.3775 5.6779 -0.6116
H -1.3688 3.7591 2.3986
H -2.3252 1.4601 2.3100



The following is a DFT calculation (the ωB97M-V functional and the def2-TZVPD basis) of a structure of composition C16H21I2N8NdP.

The electronic energy comes out at -2557.6965 Eh. Its spin multiplicity is 4. The calculation puts the molecular weight at 754.42 g mol⁻¹. The net charge is +3.

Cartesian coordinates (Å):
Nd -0.1813 0.2097 -1.6158
C -2.6189 1.5887 3.4398
N -2.3899 1.6922 1.9893
C -3.2042 2.3551 1.1143
C -2.6409 2.2172 -0.1172
N -1.4844 1.4848 -0.0046
C -1.3612 1.1681 1.2906
P 0.1182 0.4592 2.1091
C 0.2187 -1.1943 1.3273
N 0.2314 -1.4778 0.0181
C 0.4549 -2.8309 -0.0940
C 0.5657 -3.3614 1.1527
N 0.4214 -2.3228 2.0342
C 0.4804 -2.4538 3.5005
C 1.3627 1.3069 1.0669
N 1.4919 1.2546 -0.2642
C 2.5571 2.0653 -0.5868
C 3.0646 2.6055 0.5528
N 2.3073 2.1190 1.5821
C 2.5177 2.4468 3.0023
H -3.6290 1.9230 3.6535
H -2.5171 0.5569 3.7640
H -1.9175 2.2195 3.9815
H -4.0991 2.8663 1.4305
H -2.9853 2.6165 -1.0560
H 0.5278 -3.3322 -1.0449
H 0.7365 -4.3758 1.4752
H 0.6501 -3.4976 3.7438
H 1.2996 -1.8630 3.9015
H -0.4592 -2.1386 3.9462
H 2.8907 2.2123 -1.6012
H 3.8893 3.2821 0.7062
H 3.3377 3.1546 3.0712
H 1.6257 2.9044 3.4211
H 2.7785 1.5527 3.5625
I -3.2578 -1.1508 -1.8109
C -3.7074 0.1728 -3.4257
I -2.0635 1.4245 -3.9886
H -4.5191 0.8190 -3.1180
H -3.9610 -0.4290 -4.2885
N 2.3647 -1.3289 -3.7304
C 2.3379 -2.3453 -4.6002
C 1.0206 -2.7416 -4.7345
C 0.3159 -1.8909 -3.8939
N 1.1362 -1.0190 -3.2737
H 3.1746 -0.8043 -3.4395
H 3.2370 -2.7172 -5.0676
H 0.6342 -3.5281 -5.3605
H -0.7523 -1.8741 -3.7204



The following is a DFT calculation (the ωB97M-V functional and the def2-TZVPD basis) of a cluster of 2 separate species, C16H21N2S3 in total.

The electronic energy comes out at -1926.1082 Eh. The calculation puts the molecular weight at 337.56 g mol⁻¹. The net charge is +1.

Cartesian coordinates (Å):
C 3.3578 -3.0470 0.9661
C 2.0167 -3.5311 0.4434
N 1.0186 -2.5052 0.5906
C -0.3932 -2.8484 0.4612
C -1.0450 -1.4844 0.4561
N 0.0171 -0.5254 0.2683
C 1.1553 -1.1672 0.3646
S 2.6783 -0.4008 0.2551
C 3.8166 -1.7984 0.2453
H 3.3033 -2.8588 2.0426
H 4.0911 -3.8389 0.7997
H 2.1149 -3.8107 -0.6193
H 1.6585 -4.4056 1.0033
H -0.5705 -3.3688 -0.4884
H -0.7273 -3.4714 1.2947
H -1.8005 -1.3778 -0.3312
H -1.5468 -1.2995 1.4158
H 4.7049 -1.3829 0.7332
H 4.0443 -2.0047 -0.8072
C -4.6946 0.7033 1.1173
C -3.6971 1.1845 1.9794
C -2.4681 1.6065 1.4689
C -2.2095 1.5404 0.0876
C -0.8662 1.8345 -0.4441
S -0.5578 1.4242 -2.0692
C 0.9307 2.3309 -2.5710
C 1.3113 3.5418 -1.7455
C 1.6420 3.1415 -0.3228
S 0.3520 2.3098 0.6443
C -3.2158 1.0546 -0.7716
C -4.4458 0.6416 -0.2619
H -5.6595 0.3805 1.5181
H -3.8782 1.2357 3.0563
H -1.6892 1.9547 2.1494
H 1.7367 1.5854 -2.5918
H 0.6673 2.6300 -3.5949
H 2.2158 3.9730 -2.1895
H 0.5239 4.2994 -1.7694
H 2.5145 2.4740 -0.2877
H 1.8263 4.0309 0.2947
H -3.0199 0.9785 -1.8435
H -5.2130 0.2712 -0.9469



The following is a DFT calculation (the ωB97M-V functional and the def2-TZVPD basis) of an isolated molecule of C16H21N3O2S.

The electronic energy comes out at -1335.2675 Eh. The calculation puts the molecular weight at 319.43 g mol⁻¹. Its SMILES is CC/N=C1\S[C@H](C(=O)Nc2cccc(C)c2)CC(=O)N1CC. The net charge is 0.

Cartesian coordinates (Å):
C -3.9708 -2.6861 -0.8088
C -4.4779 -1.3375 -0.3014
N -3.5376 -0.7788 0.6192
C -2.6400 0.0235 0.2653
S -2.5137 0.6261 -1.4299
C -0.9592 1.5451 -1.2707
C 0.1874 0.5272 -1.1059
O -0.0047 -0.6620 -1.2044
N 1.3744 1.1191 -0.8395
C 2.5983 0.5130 -0.5104
C 3.6643 1.3521 -0.1984
C 4.8887 0.8094 0.1388
C 5.0599 -0.5634 0.1685
C 4.0027 -1.4100 -0.1399
C 4.1728 -2.8972 -0.0850
C 2.7726 -0.8642 -0.4807
C -1.1069 2.4535 -0.0580
C -0.9540 1.5804 1.1738
O -0.1810 1.8649 2.0635
N -1.7035 0.4398 1.1998
C -1.5024 -0.4503 2.3458
C -0.4501 -1.5012 2.0198
H -3.7975 -3.3567 0.0289
H -4.7031 -3.1309 -1.4769
H -3.0358 -2.5497 -1.3471
H -5.4135 -1.4726 0.2478
H -4.6543 -0.6652 -1.1544
H -0.8394 2.1064 -2.2010
H 1.3940 2.1278 -0.7823
H 3.5304 2.4246 -0.2166
H 5.7139 1.4625 0.3804
H 6.0203 -0.9804 0.4333
H 3.4673 -3.3922 -0.7472
H 3.9904 -3.2528 0.9295
H 5.1846 -3.1825 -0.3640
H 1.9472 -1.5124 -0.7230
H -0.3496 3.2388 -0.0133
H -2.0896 2.9320 -0.0692
H -1.1752 0.1711 3.1811
H -2.4623 -0.9128 2.5714
H -0.3577 -2.1990 2.8473
H 0.5157 -1.0300 1.8496
H -0.7322 -2.0490 1.1238



The following is a DFT calculation (the ωB97M-V functional and the def2-TZVPD basis) of an isolated molecule of C16H21N3O3.

The electronic energy comes out at -1012.0402 Eh. The calculation puts the molecular weight at 303.36 g mol⁻¹. Its SMILES is CC(C)[C@H](NC(=O)[C@@H](N)Cc1c[nH]c2ccccc12)C(=O)O. The net charge is 0.

Cartesian coordinates (Å):
C 0.1898 -0.3437 4.1298
C 0.0897 -0.1405 2.6331
C -0.7191 -1.0174 1.7133
C 1.4474 -0.0368 1.9992
N 1.3463 0.5412 0.6147
C 1.7856 -0.2702 -0.6113
O 1.5330 -1.5019 -0.5139
C 2.3354 0.4187 -1.8901
N 2.5229 -0.4032 -2.9949
C 1.1625 1.3732 -2.2581
C -0.1627 0.8408 -2.3211
C -0.6055 0.2020 -3.4781
N -1.9142 -0.1802 -3.5025
C -2.3575 0.0851 -2.1903
C -3.3976 -0.3508 -1.5053
C -3.8606 0.2655 -0.2880
C -3.0429 1.3271 0.1875
C -1.7291 1.5158 -0.3232
C -1.2816 0.9347 -1.5001
C 2.5325 -1.0436 2.0562
O 3.7447 -0.8145 1.9546
O 1.9743 -2.2246 2.5405
H 0.6534 -1.3097 4.6515
H -0.8483 -0.5723 4.8059
H 0.8301 0.4762 4.4691
H -0.3096 1.0507 2.6236
H -1.5681 -1.3092 2.6087
H -1.3051 -0.3609 0.7238
H 0.0033 -1.9276 1.2489
H 1.9201 0.6556 2.6143
H 1.7214 1.4473 0.6606
H 3.0669 1.0974 -1.5471
H 1.6657 -0.9719 -3.2321
H 3.2873 -1.1582 -2.8919
H 0.9527 2.0121 -1.3749
H 1.5569 1.8023 -3.0851
H -0.2701 0.2549 -4.5758
H -2.3194 -0.8727 -4.0970
H -3.9386 -1.1311 -2.0295
H -5.0433 0.0862 -0.1490
H -3.4529 2.1596 0.9917
H -1.0627 2.1592 0.1737
H 2.8669 -2.7651 2.9586